# 1
{"formula": "C13H25Cl3N11NiO2SSi", "method": "ωB97M-V/def2-TZVPD", "e_homo_ev": [-9.489, -9.432], "gap_ev": [7.419, 6.424], "multiplicity": 3, "total_charge": 1, "s2": 2.0231, "de_lowest_kcal_mol": 19.77, "energy_ha": -4839.7897, "elements": ["Ni", "N", "C", "C", "C", "C", "N", "C", "N", "N", "C", "O", "O", "H", "H", "H", "H", "H", "H", "H", "H", "H", "H", "H", "H", "H", "H", "C", "C", "N", "N", "C", "S", "N", "N", "H", "H", "H", "H", "H", "H", "N", "C", "C", "N", "C", "C", "N", "H", "H", "H", "H", "H", "Cl", "Si", "Cl", "Cl"], "coordinates": [[1.1203, 1.2429, 0.3554], [-0.3643, 0.7883, -1.1235], [-0.5227, -0.6745, -1.2180], [-1.1222, -1.1325, -2.5655], [-2.5331, -1.7232, -2.4423], [-2.5515, -3.2335, -2.1985], [-1.5944, -3.6811, -1.1876], [-1.7288, -3.5173, 0.1149], [-2.9130, -3.2645, 0.7009], [-0.6494, -3.6516, 0.8867], [0.8045, -1.3663, -0.8118], [0.9273, -2.5813, -1.0691], [1.6138, -0.6734, -0.1548], [-1.2736, 1.2351, -1.0520], [0.0603, 1.1411, -1.9775], [-1.2195, -0.9343, -0.4126], [-0.4570, -1.8476, -3.0547], [-1.1718, -0.2605, -3.2212], [-3.0869, -1.5521, -3.3681], [-3.0812, -1.1981, -1.6525], [-2.2674, -3.7517, -3.1137], [-3.5538, -3.5889, -1.9575], [-0.5993, -3.6553, -1.4892], [-3.7119, -3.1279, 0.1077], [-2.8850, -2.6847, 1.5306], [0.2669, -3.6131, 0.4536], [-0.7299, -3.5382, 1.8816], [6.1986, 2.4819, -1.4427], [5.6053, 2.2441, -0.1061], [6.2291, 2.2948, 1.0239], [5.2656, 2.0140, 1.9542], [4.0505, 1.7844, 1.4423], [2.6482, 1.3707, 2.2604], [4.2679, 1.9530, 0.0994], [3.2726, 1.7664, -0.8528], [7.2680, 2.6318, -1.3244], [5.7722, 3.3707, -1.9104], [6.0313, 1.6309, -2.1036], [5.5058, 1.9535, 2.9293], [3.3727, 0.8553, -1.2915], [3.2994, 2.5146, -1.5347], [-4.4355, -0.1501, 0.6761], [-3.3038, 0.2622, 1.3692], [-2.8868, 1.5703, 1.3057], [-1.7351, 1.9735, 1.9896], [-1.0589, 0.9822, 2.6978], [-1.5480, -0.2822, 2.7189], [-2.6650, -0.7008, 2.0629], [-5.0492, 0.5878, 0.3666], [-4.9362, -0.8830, 1.1541], [-3.4333, 2.3268, 0.7659], [-0.1936, 1.2734, 3.2731], [-1.0111, -1.0223, 3.2993], [0.5130, 3.5062, 0.5220], [-1.0491, 3.5602, 1.8767], [-0.3247, 4.1481, 3.6525], [-2.4461, 4.8261, 1.1648]], "forces_ev_per_a": [[0.175, -0.612, 0.058], [0.135, 0.176, 0.136], [0.039, 0.029, -0.125], [-0.019, -0.043, 0.112], [-0.095, 0.020, -0.080], [0.108, -0.017, 0.017], [0.616, -0.023, -0.633], [-0.124, 0.041, 0.509], [0.211, -0.400, -0.339], [-0.184, 0.013, 0.167], [-0.208, -0.164, 0.148], [0.070, 0.034, -0.310], [0.283, 0.070, -0.050], [0.011, -0.017, 0.034], [-0.061, -0.026, -0.021], [0.042, -0.035, 0.032], [0.028, 0.001, 0.042], [0.003, -0.014, -0.007], [-0.030, 0.003, 0.023], [0.003, -0.024, 0.005], [-0.005, -0.005, -0.004], [-0.012, -0.007, 0.046], [-0.625, 0.046, 0.268], [-0.008, 0.057, -0.052], [-0.108, 0.270, 0.119], [0.047, 0.165, -0.040], [-0.018, -0.075, -0.009], [0.011, -0.006, 0.017], [0.026, 0.015, 0.057], [-0.129, -0.023, -0.056], [0.052, -0.039, 0.097], [0.121, 0.089, -0.037], [-0.169, 0.015, -0.277], [-0.162, -0.121, 0.002], [0.094, 0.038, 0.010], [0.000, 0.004, 0.000], [-0.003, 0.000, 0.001], [-0.002, -0.006, 0.006], [0.000, 0.021, -0.019], [-0.044, 0.015, 0.034], [0.073, -0.031, 0.012], [0.041, -0.048, -0.115], [-0.080, -0.007, 0.059], [0.119, -0.015, -0.071], [0.003, -0.027, 0.108], [-0.239, -0.138, 0.063], [0.148, 0.088, 0.033], [0.127, 0.100, 0.085], [-0.009, 0.001, 0.028], [-0.049, -0.013, 0.043], [-0.026, 0.015, 0.030], [0.038, 0.006, -0.069], [-0.039, -0.007, 0.001], [-0.328, 0.612, 0.095], [0.151, 0.001, -0.222], [0.021, -0.037, 0.028], [-0.018, 0.035, 0.007]], "mulliken_charge": [0.1931, -0.1467, 1.5952, -1.1503, -0.0958, -1.2929, -0.1203, 0.5344, -0.3959, -0.3014, 0.1440, -0.9678, -0.4324, 0.2359, 0.2438, -0.9126, 0.3818, 0.4264, 0.4627, 0.0230, 0.4344, 0.3878, 0.4071, 0.2737, 0.2440, 0.2962, 0.2266, -1.2427, 0.9271, -0.7582, 0.1924, 0.3948, -0.4342, 0.3303, -0.7222, 0.3517, 0.3134, 0.3144, 0.1840, 0.2695, 0.2616, -0.3837, 0.2488, -0.6809, 0.7314, -0.2760, -0.9507, -0.6294, 0.2114, 0.2846, 0.3532, 0.6116, 0.3401, -0.1414, 0.6256, -0.1962, -0.2244]}

***

# 2
{"formula": "C4H4N2O", "method": "ωB97M-V/def2-TZVPD", "smiles": "N#CCOCC#N", "e_homo_ev": -11.811, "gap_ev": 12.408, "de_lowest_kcal_mol": 43.61, "energy_ha": -339.5122, "elements": ["N", "C", "C", "O", "C", "C", "N", "H", "H", "H", "H"], "coordinates": [[-1.8692, 1.8110, -0.9253], [-0.7957, 1.4482, -0.6937], [0.5454, 0.9125, -0.3953], [0.6144, 0.3198, 0.8857], [-0.1484, -0.8593, 1.0402], [0.1590, -1.6921, -0.1391], [0.4933, -1.8667, -1.2328], [1.3024, 1.6948, -0.4048], [0.7807, 0.1825, -1.2006], [0.1463, -1.2955, 1.9969], [-1.2282, -0.6551, 1.0688]], "forces_ev_per_a": [[1.065, -0.348, 0.247], [-1.007, 0.414, -0.117], [0.194, -0.033, -0.344], [-0.002, 0.190, -0.040], [-0.099, -0.028, 0.099], [0.228, -0.057, -0.888], [-0.382, -0.718, 0.941], [-0.183, 0.082, 0.007], [0.032, 0.605, 0.465], [0.004, -0.086, -0.277], [0.150, -0.020, -0.094]], "mulliken_charge": [-0.3832, 0.3393, -0.3686, -0.3444, -0.3899, 0.5072, -0.5064, 0.2801, 0.3025, 0.2724, 0.2911]}

***

# 3
{"formula": "C2H4ClN", "method": "ωB97M-V/def2-TZVPD", "smiles": "C=C=N.Cl", "e_homo_ev": -8.795, "gap_ev": 9.700, "de_lowest_kcal_mol": 31.35, "energy_ha": -593.4912, "elements": ["C", "C", "N", "Cl", "H", "H", "H", "H"], "coordinates": [[-0.3806, 0.5462, 0.5643], [-1.0008, -0.5782, 0.5686], [0.1483, 1.6022, 0.5638], [2.0092, -0.3832, -1.4375], [-1.4067, -1.0798, -0.3340], [2.1179, -1.3446, -2.2788], [-1.1839, -1.2415, 1.4583], [-0.3035, 2.4790, 0.8951]], "forces_ev_per_a": [[-1.743, -1.092, 0.319], [-1.521, -3.447, 0.146], [1.900, 3.513, 0.598], [0.082, -0.080, -0.158], [0.397, 0.954, 0.427], [0.013, 0.076, 0.075], [0.719, 1.182, -0.726], [0.153, -1.107, -0.681]], "mulliken_charge": [0.5366, -0.8274, -0.4282, -0.2528, 0.2333, 0.2427, 0.2129, 0.2830]}

***

# 4
{"formula": "C30H26CrF3N6O4S", "method": "ωB97M-V/def2-TZVPD", "e_homo_ev": [-8.458, -8.099], "gap_ev": [7.727, 7.505], "multiplicity": 2, "s2": 0.7647, "energy_ha": -3530.5834, "elements": ["Cr", "C", "C", "C", "C", "C", "C", "C", "S", "O", "O", "N", "C", "C", "C", "C", "C", "N", "H", "H", "H", "H", "H", "H", "H", "H", "H", "H", "H", "C", "C", "C", "C", "C", "C", "N", "N", "C", "C", "C", "C", "C", "C", "H", "H", "H", "H", "H", "H", "H", "H", "H", "C", "C", "N", "C", "C", "N", "H", "H", "H", "H", "H", "H", "F", "C", "F", "F", "C", "O", "O"], "coordinates": [[0.3355, 0.1492, 0.2306], [-3.0667, 5.9005, 5.1402], [-2.0417, 5.2555, 4.2477], [-1.9980, 3.8739, 4.0913], [-1.0934, 3.2828, 3.2222], [-0.2301, 4.0817, 2.4914], [-0.2402, 5.4591, 2.6504], [-1.1366, 6.0381, 3.5323], [0.8524, 3.3826, 1.2495], [0.9705, 4.3746, 0.2159], [2.0367, 2.8847, 1.8805], [0.0296, 2.0841, 0.7153], [-1.2075, 2.1245, 0.1698], [-2.0156, 3.2192, -0.1800], [-3.2286, 2.9613, -0.7740], [-3.6273, 1.6431, -1.0194], [-2.7717, 0.6231, -0.6800], [-1.5932, 0.8472, -0.0915], [-3.6879, 5.1511, 5.6280], [-3.7172, 6.5535, 4.5557], [-2.5893, 6.5147, 5.9049], [-2.6964, 3.2543, 4.6422], [-1.0540, 2.2073, 3.1024], [0.4458, 6.0584, 2.0654], [-1.1508, 7.1151, 3.6510], [-1.6543, 4.2230, -0.0130], [-3.8677, 3.7813, -1.0752], [-4.5764, 1.4253, -1.4870], [-3.0245, -0.4127, -0.8767], [1.5029, -4.9623, 1.8299], [0.3617, -4.2526, 2.1736], [-0.0519, -3.1789, 1.4036], [0.6763, -2.8171, 0.2775], [1.8097, -3.5416, -0.0831], [2.2213, -4.6075, 0.6963], [0.3059, -1.6810, -0.4938], [0.2663, -1.8890, -1.7406], [0.1973, -0.7211, -2.4659], [0.0006, -0.7621, -3.8511], [-0.0085, 0.4251, -4.5483], [0.2138, 1.6304, -3.8755], [0.4057, 1.6610, -2.5026], [0.3838, 0.4846, -1.7639], [1.8337, -5.7896, 2.4438], [-0.2185, -4.5468, 3.0391], [-0.9582, -2.6399, 1.6467], [2.3639, -3.2463, -0.9633], [3.1091, -5.1593, 0.4173], [-0.1516, -1.7156, -4.3412], [-0.1678, 0.4288, -5.6185], [0.2347, 2.5573, -4.4355], [0.5911, 2.6093, -2.0088], [-2.4315, -0.5984, 2.8481], [-1.0057, -0.4590, 3.2563], [0.0274, -0.2147, 2.4765], [1.1408, -0.1480, 3.2860], [0.7694, -0.3517, 4.5742], [-0.5946, -0.5463, 4.5419], [-2.5063, -0.5203, 1.7686], [-3.0385, 0.1918, 3.2952], [-2.8426, -1.5584, 3.1665], [2.1153, 0.0574, 2.8802], [1.3360, -0.3706, 5.4875], [-1.1813, -0.7457, 5.3311], [4.8100, -1.6767, -0.4104], [4.4980, -0.6961, 0.4626], [5.5966, 0.0400, 0.6391], [4.2143, -1.2870, 1.6396], [3.2891, 0.1315, -0.0920], [3.4684, 0.8597, -1.0380], [2.2162, -0.1092, 0.5652]], "forces_ev_per_a": [[-0.169, 0.707, 0.161], [0.065, 0.014, -0.062], [-0.048, -0.002, -0.014], [0.019, 0.021, -0.006], [0.104, -0.050, 0.044], [0.011, -0.133, -0.286], [0.060, 0.043, -0.051], [0.015, -0.058, 0.009], [-0.120, -0.226, 0.031], [-0.077, 0.126, -0.031], [-0.015, -0.058, 0.048], [0.441, 0.476, 0.132], [-0.327, -0.054, -0.065], [-0.010, 0.023, 0.023], [0.159, -0.032, 0.058], [-0.059, -0.061, -0.034], [-0.066, -0.100, -0.090], [-0.005, 0.513, 0.310], [-0.002, 0.025, 0.045], [-0.020, 0.004, 0.033], [-0.023, -0.019, 0.027], [0.017, 0.000, 0.020], [-0.051, -0.011, -0.037], [-0.068, 0.045, 0.002], [-0.001, 0.001, 0.000], [-0.022, 0.025, 0.004], [-0.002, 0.015, 0.041], [0.014, -0.029, 0.006], [0.054, -0.004, -0.033], [0.044, 0.013, -0.013], [-0.046, -0.073, 0.044], [-0.065, 0.124, -0.170], [0.062, -0.599, 0.205], [-0.121, 0.186, -0.049], [-0.015, -0.039, 0.040], [0.262, -0.570, -0.619], [-0.065, -0.439, 0.353], [0.031, 0.738, -0.034], [-0.010, -0.104, 0.037], [0.019, -0.037, -0.073], [0.016, -0.020, 0.156], [0.056, 0.243, -0.066], [-0.107, -0.543, 0.356], [-0.018, -0.008, -0.006], [0.012, 0.019, 0.010], [0.039, 0.003, 0.025], [0.033, 0.024, 0.005], [0.007, 0.010, 0.017], [0.044, 0.003, -0.010], [0.004, -0.021, 0.002], [0.012, -0.005, -0.011], [-0.031, -0.006, -0.017], [0.071, -0.042, 0.090], [-0.053, 0.060, 0.076], [-0.082, -0.227, -0.594], [0.119, 0.066, 0.170], [0.047, 0.013, -0.045], [0.052, -0.015, -0.112], [-0.028, 0.002, -0.002], [-0.018, 0.005, -0.056], [0.010, -0.003, -0.009], [-0.028, -0.023, -0.024], [-0.016, 0.001, -0.008], [-0.063, 0.018, 0.032], [-0.064, -0.009, 0.033], [-0.178, 0.005, 0.033], [-0.083, 0.094, -0.040], [0.104, 0.032, -0.120], [0.328, 0.018, 0.066], [0.031, -0.148, 0.049], [-0.182, 0.053, -0.006]], "mulliken_charge": [-0.6399, -1.5315, 0.9243, -0.8736, 0.2198, -0.0093, -0.7583, -0.7433, 1.4094, -0.7261, -0.7622, 0.6759, 0.4022, -1.1591, -0.6293, -1.1489, -0.1620, 0.6484, 0.3369, 0.3355, 0.3617, 0.3208, 0.1039, 0.5004, 0.3990, 0.5692, 0.4669, 0.4388, 0.5263, -0.5001, -0.6672, -0.3241, 0.1926, -0.2286, -0.7210, 1.6126, -1.1746, 0.3318, -0.4653, -0.7219, -0.7306, -0.5593, 0.8130, 0.4020, 0.3958, 0.4422, 0.4423, 0.3977, 0.5063, 0.3993, 0.4720, 0.4766, -1.2213, -0.3101, 1.4706, -0.5191, -1.0543, 0.1118, -0.0553, 0.3237, 0.4903, 0.3926, 0.4358, 0.1942, -0.2829, 0.8109, -0.2851, -0.2329, 0.1283, -0.6006, -0.0839]}